(1)
DFT (ωB97M-V with the def2-TZVPD basis set) results for a structure of composition C5H14BCl3LiNNaO4PS at a distorted geometry.

Geometry (Å):
1 O 1.170 -5.397 1.247
2 P 0.330 -4.148 0.876
3 O 0.621 -2.959 2.131
4 O 0.808 -3.416 -0.627
5 B -1.574 -4.446 0.884
6 N -2.140 -3.511 -0.221
7 C -2.949 -2.659 0.338
8 S -3.392 -1.386 1.379
9 H 0.571 -2.059 1.707
10 H 1.126 -2.514 -0.377
11 H -1.897 -5.597 0.698
12 H -2.086 -4.060 1.899
13 Cl -0.569 1.492 -1.473
14 C -1.027 1.560 0.245
15 C 0.170 1.396 1.160
16 Cl 0.843 -0.255 1.098
17 H -1.782 0.791 0.426
18 H -1.490 2.536 0.411
19 H -0.127 1.578 2.196
20 H 0.969 2.096 0.908
21 Na 2.003 -6.955 2.767
22 Li -1.757 -0.941 3.620
23 C 1.109 5.653 -2.620
24 C 2.385 4.936 -2.227
25 O 2.108 3.577 -1.913
26 H 0.378 5.608 -1.808
27 H 1.307 6.701 -2.858
28 H 0.648 5.175 -3.489
29 H 2.830 5.403 -1.345
30 H 3.117 4.967 -3.040
31 H 1.723 3.168 -2.700
32 Cl -3.417 -6.325 0.707

## Properties
Multiplicity = 1
Relative energy (zero: lowest compared OMol25 entry of this formula, charge and spin) = 78.1 kcal per mole
Total energy = -78079.777 eV
Frontier orbital gap = 0.1039 Eh
Molecular weight = 362.3 g/mol
HOMO energy = -4.574 eV


(2)
DFT (ωB97M-V with the def2-TZVPD basis set) results for the molecule C5H14BN at a distorted geometry.

Geometry (Å):
1 B -2.042 -1.156 -0.260
2 N -1.000 -0.012 0.052
3 C -1.499 1.358 0.318
4 C 0.422 -0.117 -0.109
5 C 0.918 -1.196 0.974
6 C 1.014 -0.444 -1.502
7 C 1.284 1.159 0.374
8 H -3.224 -1.012 -0.172
9 H -1.619 -2.171 -0.721
10 H -1.072 1.755 1.186
11 H -1.475 1.992 -0.579
12 H -2.568 1.294 0.378
13 H -0.073 -1.746 1.402
14 H 1.742 -1.840 0.684
15 H 1.203 -0.600 1.823
16 H 2.136 -0.391 -1.251
17 H 0.633 0.307 -2.217
18 H 0.723 -1.386 -1.864
19 H 1.144 2.090 -0.186
20 H 1.072 1.232 1.416
21 H 2.283 0.885 0.251

## Properties
Multiplicity = 1
Relative energy (zero: lowest compared OMol25 entry of this formula, charge and spin) = 68.8 kcal per mole
Total energy = -7577.089 eV
Frontier orbital gap = 0.3556 Eh
SMILES = BN(C)C(C)(C)C
Molecular weight = 99.0 g/mol
HOMO energy = -8.879 eV


(3)
DFT (ωB97M-V with the def2-TZVPD basis set) results for a structure of composition C5H14Br3CuNO at a distorted geometry.

Geometry (Å):
1 Cu -1.017 0.734 3.102
2 C 0.550 1.400 -0.577
3 N -0.356 0.176 -0.438
4 C -1.475 0.490 0.557
5 C -1.137 -0.237 -1.723
6 C 0.467 -1.128 0.029
7 C 1.843 -1.418 -0.678
8 O 2.946 -0.588 -0.219
9 H 0.942 1.641 0.411
10 H -0.122 2.140 -1.014
11 H 1.436 1.255 -1.195
12 H -2.002 -0.415 0.859
13 H -2.164 1.289 0.287
14 H -0.988 1.009 1.382
15 H -0.337 -0.465 -2.427
16 H -1.720 0.600 -2.106
17 H -1.710 -1.141 -1.519
18 H -0.020 -2.093 -0.107
19 H 0.688 -1.003 1.089
20 H 1.645 -1.337 -1.747
21 H 2.051 -2.484 -0.581
22 H 3.638 -0.741 -0.867
23 Br -2.927 1.547 2.745
24 Br 0.461 2.007 2.224
25 Br -0.692 -1.237 2.514

## Properties
Multiplicity = 1
Relative energy (zero: lowest compared OMol25 entry of this formula, charge and spin) = 128.1 kcal per mole
Total energy = -263715.176 eV
Frontier orbital gap = 0.2077 Eh
Total charge = -1
Molecular weight = 407.4 g/mol
HOMO energy = -3.125 eV